Formula: C4H12P2S2
Source: the Open Molecules 2025 dataset
Level of theory: ωB97M-V with the def2-TZVPD basis set

Calculated values
net charge: 0
highest occupied orbital energy (spin up / spin down): -8.131 / -8.164 eV
frontier orbital gap (spin up / spin down): 5.208 / 5.243 eV
LUMO energy (spin up / spin down): -2.923 / -2.921 eV
molar mass: 186.2 g mol⁻¹
relative energy (zero: lowest compared OMol25 entry of this formula, charge and spin): 403.5 kJ/mol
calculated total energy: -1638.5347 Ha

```
20
Properties=species:S:1:pos:R:3:forces:R:3
C 0.562752 2.346723 0.921232 -3.2 -3.6 -1.7
C 0.463343 -0.099151 -1.323538 0.0 -0.2 -1.3
C 2.418402 -1.042618 0.383658 2.1 0.0 -3.1
C -3.184527 -0.911471 -0.329004 -1.6 2.8 4.5
P 0.166810 0.771760 1.864288 -1.5 0.5 -0.8
P 0.631654 -0.748549 0.419526 0.7 -0.7 -2.0
S -0.322745 -2.439331 0.770481 0.2 0.5 0.2
S -2.821394 0.874729 -0.149040 1.3 -0.1 0.9
H 1.463574 2.292553 0.448883 2.6 -0.2 -1.5
H 0.604743 3.042942 1.627998 -0.2 3.3 2.7
H -0.271924 2.440689 0.178520 0.9 0.4 0.7
H -0.629188 -0.292573 -1.670201 2.1 0.5 0.4
H 0.750951 0.990931 -1.374905 -0.7 -1.0 0.2
H 1.268367 -0.582102 -2.036217 -1.8 0.4 1.5
H 2.880810 -1.161750 1.288600 0.4 -1.1 2.9
H 2.704580 -2.014921 -0.272352 -0.9 2.4 1.4
H 3.120370 -0.155170 0.102727 -1.7 -1.1 -0.6
H -3.156194 -1.083155 -1.324915 0.6 -1.4 -2.9
H -4.258542 -0.962803 0.079961 1.7 -0.6 -0.5
H -2.391834 -1.266728 0.394293 -0.9 -0.8 -1.1
```
Positions in Å, forces in eV/Å.

Löwdin atomic charge list, values in e, 2 entries: C -0.397; C -0.303